(1)
{"formula": "C21H59N5O6", "method": "ωB97M-V with the def2-TZVPD basis set", "mol_weight_da": 477.73, "multiplicity": 1, "largest_force_ev_per_a": 1.81, "gap_ha": 0.3532, "e_lumo_ha": 0.027, "homo_ev": -8.87, "elements": ["C", "O", "C", "C", "C", "N", "H", "H", "H", "H", "H", "H", "H", "H", "H", "H", "H", "C", "O", "C", "C", "C", "N", "H", "H", "H", "H", "H", "H", "H", "H", "H", "H", "H", "C", "O", "C", "C", "C", "N", "H", "H", "H", "H", "H", "H", "H", "H", "H", "H", "H", "C", "O", "C", "C", "C", "N", "H", "H", "H", "H", "H", "H", "H", "H", "H", "H", "H", "C", "O", "C", "C", "C", "N", "H", "H", "H", "H", "H", "H", "H", "H", "H", "H", "H", "C", "O", "H", "H", "H", "H"], "positions_angstrom": [[-2.87438, -2.88393, 2.55211], [-3.27048, -2.99245, 1.20574], [-3.19398, -1.76208, 0.46147], [-4.02645, -0.69349, 1.09683], [-5.43967, -1.26640, 1.32790], [-4.11547, 0.56340, 0.31853], [-2.04912, -2.16859, 2.66257], [-2.47670, -3.85222, 2.86998], [-3.71067, -2.65176, 3.21807], [-2.12867, -1.57311, 0.28849], [-3.64271, -2.09997, -0.48106], [-3.68988, -0.45846, 2.11326], [-5.40555, -2.22069, 1.86272], [-5.90164, -1.56125, 0.37671], [-6.04470, -0.54502, 1.86976], [-4.86947, 1.11487, 0.71735], [-4.43002, 0.33311, -0.62248], [-0.14403, -3.39505, -3.84531], [-0.38704, -2.03769, -3.75712], [-1.02523, -1.66047, -2.52545], [-1.31348, -0.19695, -2.58349], [-2.22997, 0.29931, -3.68039], [0.01433, 0.46837, -2.47613], [-1.06457, -3.98790, -3.89375], [0.50479, -3.76216, -3.03735], [0.42765, -3.57283, -4.76114], [-1.87724, -2.34218, -2.42406], [-0.32870, -1.83525, -1.69489], [-1.87285, -0.00333, -1.64940], [-2.34979, 1.38058, -3.62000], [-3.21076, -0.18021, -3.61080], [-1.85488, 0.06884, -4.68304], [-0.04467, 1.43786, -2.76928], [0.59136, -0.00771, -3.17433], [-5.87952, 3.17335, 4.35550], [-4.54905, 2.83794, 4.19268], [-3.92771, 3.58966, 3.16992], [-2.65825, 2.88024, 2.75100], [-1.41845, 3.32097, 3.54682], [-2.44875, 3.00342, 1.27790], [-6.21075, 2.87805, 5.34935], [-6.50280, 2.67274, 3.60263], [-6.02533, 4.26064, 4.27507], [-4.58937, 3.66689, 2.30063], [-3.69121, 4.58094, 3.57890], [-2.81720, 1.82036, 3.01203], [-1.58636, 4.34295, 3.91632], [-0.56407, 3.42631, 2.87983], [-1.26357, 2.70336, 4.42399], [-1.45085, 2.82685, 1.15885], [-2.79109, 2.13671, 0.83655], [3.46441, -1.16591, -2.23668], [2.75903, -1.33180, -3.44005], [3.40713, -0.68039, -4.52188], [2.87997, -1.25051, -5.79311], [3.54851, -0.58019, -6.99054], [1.43793, -0.97917, -5.85732], [3.08045, -1.90233, -1.53491], [3.35326, -0.14220, -1.84975], [4.54841, -1.31801, -2.34351], [3.14071, 0.38161, -4.46165], [4.48496, -0.86946, -4.49560], [3.06987, -2.33151, -5.82473], [3.02152, 0.32043, -7.31772], [3.54427, -1.24019, -7.86433], [4.58016, -0.25213, -6.82895], [1.03211, -1.44971, -6.65909], [0.91997, -1.28215, -5.03021], [5.48138, 1.43872, 5.76172], [5.31753, 0.47543, 4.74118], [5.16721, 1.05269, 3.43659], [5.03861, -0.05581, 2.44158], [4.65462, 0.46334, 1.05856], [4.07759, -1.12225, 2.92596], [6.50346, 1.85391, 5.75969], [5.34139, 0.92978, 6.71157], [4.80236, 2.28950, 5.64117], [4.21028, 1.60310, 3.45767], [5.99040, 1.73661, 3.22291], [6.02940, -0.53294, 2.38538], [4.91230, -0.25353, 0.27863], [5.22223, 1.37828, 0.84597], [3.59496, 0.71254, 0.99424], [4.27364, -1.12014, 3.93044], [4.47847, -1.98838, 2.57687], [0.84030, -0.69037, 1.03904], [0.47157, 0.48909, 0.31808], [0.97334, -0.41299, 2.09085], [0.06140, -1.46225, 1.06852], [1.81426, -1.06215, 0.70774], [0.27958, 0.27486, -0.62438]], "forces_ev_per_angstrom": [[0.6, -0.4, 0.1], [0.0, 0.2, 0.0], [0.3, -1.6, -0.2], [-1.6, 0.5, 0.6], [0.2, -0.8, -0.3], [0.4, -0.7, 0.0], [-0.2, 0.1, 0.1], [-0.1, 0.0, -0.1], [0.1, 0.3, 0.0], [-0.1, 0.6, 0.1], [0.1, 0.6, -0.2], [0.5, 0.2, -0.3], [0.0, 0.3, 0.3], [-0.1, 0.5, 0.0], [-0.2, 0.0, 0.0], [0.1, 0.1, 0.0], [0.1, 0.0, 0.0], [0.8, -0.9, -0.3], [-0.3, 0.9, 0.4], [0.5, -1.1, -1.0], [-0.4, 0.7, 1.3], [0.1, -0.4, -0.8], [-0.6, -0.5, -0.7], [0.0, 0.0, 0.1], [-0.2, 0.1, 0.2], [-0.2, 0.1, 0.0], [-0.3, 0.4, 0.3], [-0.1, -0.1, 0.0], [0.3, 0.2, 0.0], [-0.1, 0.0, 0.1], [0.0, 0.1, 0.1], [0.1, 0.0, 0.1], [-0.1, 0.0, 0.1], [0.2, 0.3, 0.2], [-0.7, 0.5, 0.1], [0.7, -0.4, 0.2], [0.1, -0.1, 0.0], [0.4, -0.9, -0.3], [-0.7, 1.2, -0.2], [0.7, -0.7, 0.4], [0.0, -0.2, 0.0], [-0.1, 0.1, 0.0], [-0.1, -0.1, 0.0], [0.0, 0.1, 0.0], [-0.2, 0.1, -0.3], [-0.1, 0.1, -0.1], [0.1, -0.1, 0.0], [0.3, -0.5, 0.3], [0.4, -0.2, -0.1], [0.0, 0.5, -0.2], [-0.5, 0.6, 0.2], [0.1, 0.4, 0.3], [0.5, -0.3, -0.1], [-0.4, -0.2, 0.4], [-0.8, 0.3, -0.7], [0.2, 0.2, -0.8], [-0.2, 0.0, -0.1], [-0.1, 0.2, 0.2], [-0.2, -0.2, 0.1], [-0.1, -0.2, -0.2], [0.5, 0.2, -0.2], [0.1, 0.3, 0.2], [0.3, 0.0, 0.2], [-0.2, -0.1, 0.4], [0.1, 0.0, 0.1], [0.0, -0.4, 0.2], [0.0, 0.1, 0.0], [0.4, -0.1, -0.2], [0.6, 0.1, -0.2], [0.3, 0.3, -0.3], [-1.2, 0.1, 1.2], [0.2, -1.4, -0.5], [0.3, 0.3, 0.2], [1.0, 1.1, 0.0], [-0.1, -0.1, -0.1], [-0.2, 0.1, 0.0], [-0.2, -0.2, 0.1], [0.2, 0.2, -0.1], [0.1, 0.0, -0.2], [0.0, 0.2, -0.2], [-0.1, -0.1, 0.0], [0.0, -0.1, -0.1], [0.0, -0.1, 0.1], [-0.4, -0.4, -0.2], [-0.3, -0.1, 0.1], [0.0, 0.8, 0.4], [-0.3, -0.6, 0.2], [0.1, 0.2, -0.2], [0.1, -0.1, -0.5], [-0.2, -0.3, -0.1], [0.4, 0.3, 0.3]], "mulliken_charge": [-0.63, -0.47, 0.11, 0.82, -1.68, -0.48, 0.23, 0.26, 0.27, -0.36, 0.17, 0.04, 0.36, 0.37, 0.46, 0.26, 0.24, -0.93, -0.33, -1.08, 1.36, -1.82, -0.58, 0.33, 0.34, 0.32, 0.60, 0.46, -0.35, 0.45, 0.39, 0.34, 0.23, 0.08, -0.75, -0.32, -0.84, 1.38, -1.50, -0.86, 0.27, 0.25, 0.32, 0.42, 0.27, -0.32, 0.31, 0.45, 0.35, 0.29, 0.33, -1.17, -0.07, -1.01, 0.81, -1.53, -0.64, 0.35, 0.42, 0.46, 0.30, 0.52, 0.20, 0.38, 0.37, 0.36, 0.29, 0.19, -0.74, -0.35, -0.88, 0.54, -1.15, -0.63, 0.27, 0.25, 0.32, 0.37, 0.38, 0.25, 0.25, 0.46, 0.16, 0.29, 0.26, -0.43, -0.57, 0.35, 0.11, 0.08, 0.38]}

(2)
{"formula": "H2P2S4", "method": "ωB97M-V with the def2-TZVPD basis set", "mol_weight_da": 192.23, "multiplicity": 1, "largest_force_ev_per_a": 2.15, "gap_ha": 0.2559, "e_lumo_ha": -0.064, "homo_ev": -8.70, "elements": ["P", "P", "S", "S", "S", "S", "H", "H"], "positions_angstrom": [[-1.93462, 0.97014, 0.15108], [-1.08854, -1.93720, 0.20119], [2.24608, -0.55877, -0.15420], [-1.30435, -0.73784, 1.81042], [-1.08155, -0.71814, -1.40511], [-0.71678, 2.46038, 0.33059], [2.31598, -0.03319, -1.40347], [1.56377, 0.55462, 0.46950]], "forces_ev_per_angstrom": [[0.8, 0.3, 0.2], [0.0, 0.3, 0.0], [-0.6, 1.5, 0.8], [-0.1, 0.1, -1.1], [-0.4, 0.1, 1.0], [-0.5, -0.8, -0.2], [-0.2, 0.0, 0.5], [1.0, -1.5, -1.2]], "nbo_charge": [0.57, 0.59, -0.34, -0.36, -0.35, -0.45, 0.15, 0.18]}